(1)
ORCA calculation (wB97M-V/def2-TZVPD) on 2 unconnected molecules or ions with the total composition C8H17N2O2 at a distorted geometry.

Output
LUMO energy (spin up / spin down): -3.67 / -3.67 eV
total energy: -15635.3647 eV
energy above the lowest of the compared OMol25 structures with the same formula, charge and spin: 115.44 kcal per mole
frontier orbital gap (spin up / spin down): 9.239 / 9.237 eV
max |F|: 0.09270 hartree/bohr

The geometry in ORCA input format:
```
! RIJCOSX wB97M-V def2-TZVPD def2/J DEFGRID3
* xyz 1 1
C 0.49428 -0.84566 0.42529
C -0.24040 0.90247 -0.71678
C 0.35018 -2.78038 1.95317
C 2.47264 -2.10876 0.66355
C -1.34557 2.82424 -1.93215
C -2.42241 1.44872 -0.11506
C 1.24319 -1.66736 1.41263
C -1.17381 2.07625 -0.61188
N -0.12283 -1.27665 -0.64837
N 0.35514 0.47833 0.48739
O -0.54507 -0.22163 -1.44457
O 1.68399 1.31517 -1.51213
H 0.73780 -3.81492 1.59144
H -0.65359 -2.62401 1.45582
H 0.21424 -2.83741 2.97104
H 3.12901 -2.52458 1.31632
H 2.85938 -1.26098 0.14080
H 2.12437 -2.92683 -0.01907
H -0.57218 3.63087 -2.01009
H -2.31272 3.14835 -1.84302
H -1.25665 2.05374 -2.76003
H -2.94481 2.32381 0.08666
H -2.15548 1.07769 0.86818
H -2.88923 0.75477 -0.74286
H 1.55205 -0.91577 2.07065
H -0.91057 2.79623 0.05756
H -0.04029 -2.21675 -1.10739
H 0.68197 0.91577 1.40117
H 1.68737 2.27528 -1.43826
*
```

Here are the Löwdin charges for atoms 1 to 5, given in e:
1 C -0.240
2 C -0.204
3 C -0.005
4 C -0.010
5 C -0.005


(2)
ORCA calculation (wB97M-V/def2-TZVPD) on a gas-phase ion, C8H17N2O2 (charge +1) at a distorted geometry.

Output
LUMO energy: -3.35 eV
SMILES string: C[C@@H]1O[C@H](C)[C@]12O[C@H](C)[C@]2(N)[NH3+]
total energy: -15636.4004 eV
energy above the lowest of the compared OMol25 structures with the same formula, charge and spin: 91.55 kcal per mole
frontier orbital gap: 9.721 eV
max |F|: 0.09906 hartree/bohr

The geometry in ORCA input format:
```
! RIJCOSX wB97M-V def2-TZVPD def2/J DEFGRID3
* xyz 1 1
C -2.08873 1.68426 0.98808
C -1.53736 1.15164 -0.42841
O -2.42675 0.29894 -1.13781
C -1.69233 -0.89244 -0.74592
C -2.19624 -1.92562 0.35476
C -0.62553 -0.07282 -0.17118
O -0.03949 -0.37554 1.09289
C 1.34472 -0.61659 0.66958
C 2.15602 0.39317 1.40238
C 1.09302 -0.33222 -0.82612
N 1.53236 -1.15511 -1.89572
N 1.51913 1.07519 -1.19766
H -1.41589 2.63554 1.18027
H -2.07155 0.99950 1.81950
H -3.11738 2.24250 0.88740
H -1.20290 2.11808 -0.90925
H -1.61905 -1.49595 -1.62741
H -1.53403 -2.73477 0.21203
H -3.21909 -2.15568 0.21110
H -2.00783 -1.63120 1.33684
H 1.56866 -1.70489 0.77131
H 1.92398 0.39258 2.51181
H 1.79234 1.37946 1.07288
H 3.13953 0.09553 1.24915
H 2.33439 -1.67010 -1.66127
H 0.75419 -1.79246 -2.24367
H 0.99713 1.79533 -0.65376
H 1.15869 1.23012 -2.16958
H 2.55859 1.10578 -1.37927
*
```

Here are the Löwdin charges for atoms 1 to 5, given in e:
1 C -0.006
2 C -0.266
3 O -0.012
4 C -0.240
5 C 0.039


(3)
ORCA calculation (wB97M-V/def2-TZVPD) on a gas-phase ion, C8H17N3 (charge +2) at a distorted geometry.

Output
LUMO energy (spin up / spin down): -7.59 / -7.59 eV
SMILES string: Cc1[nH+]cc(C(C)(C)[NH3+])n1C
total energy: -13022.4900 eV
energy above the lowest of the compared OMol25 structures with the same formula, charge and spin: 47.35 kcal per mole
frontier orbital gap (spin up / spin down): 8.625 / 8.626 eV
max |F|: 0.14489 hartree/bohr

The geometry in ORCA input format:
```
! RIJCOSX wB97M-V def2-TZVPD def2/J DEFGRID3
* xyz 2 1
C 3.59808 -0.43210 0.01557
C 2.35398 0.31312 -0.11577
N 2.17888 1.55239 0.31733
C 0.91754 2.07412 0.22217
C 0.06460 0.48463 -0.23266
C -1.40302 0.34183 -0.03315
C -1.65037 -0.02970 1.45421
C -2.14802 -0.66840 -0.95014
N -2.03266 1.76011 -0.16392
N 1.06123 -0.32868 -0.34005
C 0.98695 -1.73546 -0.48139
H 3.56994 -1.28706 0.80069
H 3.74745 -1.06711 -0.96887
H 4.44576 0.18399 0.12044
H 2.95022 2.23798 0.39313
H 0.67223 2.98801 -0.27733
H -1.00875 -0.80434 1.79501
H -1.20460 0.67351 2.09276
H -2.71587 -0.38794 1.55621
H -2.08114 -0.41446 -1.98770
H -1.70725 -1.66081 -0.85858
H -3.22816 -0.72838 -0.72869
H -2.90217 1.81473 0.36552
H -2.13569 1.99807 -1.17383
H -1.32194 2.25288 0.32361
H 1.38193 -2.03146 -1.53494
H 1.61347 -2.24793 0.26227
H 0.01368 -2.13684 -0.46654
*
```

Here are the Löwdin charges for atoms 1 to 5, given in e:
1 C 0.014
2 C -0.205
3 N 0.092
4 C 0.105
5 C -0.006


(4)
ORCA calculation (wB97M-V/def2-TZVPD) on a gas-phase ion, C8H17N3 (charge +2) at a distorted geometry.

Output
LUMO energy: -9.01 eV
SMILES string: CN1CCC[NH+]=C=[NH+]CCC1
total energy: -13021.6069 eV
energy above the lowest of the compared OMol25 structures with the same formula, charge and spin: 67.71 kcal per mole
frontier orbital gap: 9.114 eV
max |F|: 0.11392 hartree/bohr

The geometry in ORCA input format:
```
! RIJCOSX wB97M-V def2-TZVPD def2/J DEFGRID3
* xyz 2 1
C 0.03836 -1.01550 -1.45652
N 0.00447 -0.69247 -0.04960
C 1.33340 -0.91124 0.63343
C 2.41457 0.01042 0.07958
C 2.16944 1.46512 0.52271
N 0.81612 2.00960 0.29212
C -0.14269 1.45499 -0.24693
N -1.30624 1.49736 -0.79426
C -2.54609 0.67936 -0.39176
C -2.22940 -0.11316 0.88050
C -1.23600 -1.20250 0.66537
H 0.01125 -2.15457 -1.59787
H -0.88782 -0.58201 -1.90607
H 0.88289 -0.67491 -2.06807
H 1.69725 -1.96960 0.55150
H 1.35364 -0.75365 1.64244
H 2.51095 -0.01616 -1.14586
H 3.32863 -0.45432 0.54515
H 2.32529 1.62454 1.51403
H 2.80979 2.13305 -0.08357
H 0.64302 3.00870 0.64214
H -1.46972 2.27076 -1.44010
H -2.96745 0.15482 -1.22136
H -3.36663 1.45629 -0.17366
H -1.87668 0.62867 1.49799
H -3.02720 -0.46612 1.40155
H -1.09182 -1.73814 1.71566
H -1.68602 -1.98239 0.07305
*
```

Here are the Löwdin charges for atoms 1 to 5, given in e:
1 C -0.045
2 N -0.131
3 C -0.136
4 C -0.122
5 C -0.084